Entry 1:
Density functional theory data (the ωB97M-V functional and the def2-TZVPD basis) for a structure of composition C9H9N2O5SW.

Each line ends with the Löwdin charge.
Element x y z (Å)
O 0.43 -1.16 -2.29  0.278
C 0.87 -0.78 -1.27  -0.180
W 1.70 -0.10 0.28  1.187
C -0.36 -0.03 1.20  -0.198
O -0.72 0.41 2.29  0.209
C -1.47 -0.87 0.39  -0.240
O -1.59 -2.04 0.75  0.235
C 2.04 1.81 0.29  -0.078
O 2.19 2.98 0.23  0.282
C -2.27 -0.14 -0.59  -0.085
O -1.97 0.93 -1.11  0.215
H -3.19 -0.70 -0.76  0.186
S 2.78 -1.69 1.69  0.885
C 1.76 -1.90 3.06  -0.680
N 0.51 -2.31 2.97  0.051
C -0.39 -2.33 4.12  -0.110
C 0.01 -1.27 5.11  -0.130
C 1.49 -1.38 5.48  -0.087
N 2.31 -1.70 4.28  0.091
H 0.15 -2.58 2.06  0.126
H -0.32 -3.33 4.55  0.165
H -1.40 -2.19 3.75  0.141
H -0.60 -1.36 6.01  0.151
H -0.18 -0.27 4.67  0.118
H 1.63 -2.22 6.19  0.155
H 1.85 -0.45 5.98  0.161
H 3.30 -1.59 4.33  0.153

Values from the calculation:
⟨S²⟩: 2.032
energy above the lowest of the compared OMol25 structures with the same formula, charge and spin: 1.948 eV
2S+1: 3
Kohn-Sham gap (spin up / spin down): 0.184 / 0.196 Ha
E_HOMO (spin up / spin down): -20.78 / -20.81 eV
LUMO energy (spin up / spin down): -15.78 / -15.48 eV
net charge: +3


Entry 2:
Density functional theory data (the ωB97M-V functional and the def2-TZVPD basis) for a structure of composition C9H9N3O.

Each line ends with the Löwdin charge.
Element x y z (Å)
C -3.06 1.28 -0.06  -0.045
C -3.27 -0.05 -0.59  -0.053
C -1.87 1.78 0.41  0.025
C -2.27 -1.00 -0.58  0.009
C -0.78 0.87 0.41  -0.234
C -0.96 -0.54 -0.13  -0.193
C 3.21 0.52 -1.15  -0.431
C 1.09 -0.30 0.61  -0.384
C 2.16 -0.71 1.57  -0.024
N 0.46 1.00 0.75  0.182
N 0.17 -1.19 0.01  0.137
N 2.11 -0.28 -0.98  0.120
O 3.84 1.11 -0.34  0.044
H -3.92 1.79 -0.13  0.058
H -4.31 -0.20 -1.06  0.138
H -1.67 2.67 0.87  0.084
H -2.19 -1.86 -1.15  0.084
H 3.62 0.37 -2.16  0.123
H 2.50 -1.72 1.39  0.082
H 1.76 -0.77 2.59  0.084
H 2.99 -0.01 1.66  0.076
H 1.29 -0.08 -1.63  0.119

Values from the calculation:
energy above the lowest of the compared OMol25 structures with the same formula, charge and spin: 3.228 eV
Kohn-Sham gap: 0.269 Ha
E_HOMO: -9.13 eV
LUMO energy: -1.81 eV


Entry 3:
Density functional theory data (the ωB97M-V functional and the def2-TZVPD basis) for a cluster of 2 separate species, C9H9N3O2 in total.

Each line ends with the Löwdin charge.
Element x y z (Å)
O -3.87 -1.94 0.11  0.062
C -3.01 -1.09 -0.07  -0.444
C -1.73 -1.33 -0.79  0.010
C -0.82 -0.37 -0.97  -0.040
N -0.95 0.83 -0.16  0.082
C -2.10 1.31 0.27  -0.582
O -2.30 2.44 0.59  0.098
N -3.13 0.29 0.27  0.175
H -1.58 -2.32 -1.28  0.130
H 0.14 -0.45 -1.41  0.088
H -0.34 1.68 -0.61  0.212
H -4.13 0.65 0.46  0.197
C 1.98 0.39 0.52  -0.155
C 2.49 -0.62 1.32  -0.057
C 3.75 -1.17 0.85  -0.036
N 4.35 -0.39 -0.22  0.020
C 3.70 0.50 -0.97  -0.171
C 2.33 0.82 -0.75  -0.071
H 1.12 0.77 1.00  0.074
H 2.06 -0.89 2.28  0.099
H 4.49 -1.90 1.29  0.109
H 4.24 1.01 -1.73  0.093
H 1.92 1.68 -1.30  0.106

Values from the calculation:
energy above the lowest of the compared OMol25 structures with the same formula, charge and spin: 3.161 eV
Kohn-Sham gap: 0.357 Ha
SMILES: O=c1cc[nH]c(=O)[nH]1.c1ccncc1
E_HOMO: -9.73 eV
LUMO energy: -0.02 eV


Entry 4:
Density functional theory data (the ωB97M-V functional and the def2-TZVPD basis) for a cluster of 2 separate species, C9H9N3O2 in total.

Each line ends with the Löwdin charge.
Element x y z (Å)
O 2.05 4.20 -3.27  0.062
C 2.17 3.32 -2.44  -0.424
C 1.09 2.87 -1.54  0.006
C 1.56 2.15 -0.44  -0.081
N 2.83 1.74 -0.25  0.112
C 3.75 1.82 -1.28  -0.517
O 4.86 1.37 -1.01  0.050
N 3.37 2.44 -2.43  0.197
H 0.10 3.36 -1.66  0.124
H 0.86 1.78 0.38  0.143
H 3.13 1.36 0.60  0.141
H 3.94 2.69 -3.29  0.187
C -3.91 -2.11 2.51  -0.062
C -2.83 -2.51 1.71  -0.095
C -2.80 -3.79 1.21  -0.096
N -3.51 -4.73 1.98  0.029
C -4.63 -4.43 2.63  -0.202
C -4.85 -3.11 2.93  -0.102
H -3.93 -1.09 2.88  0.093
H -2.19 -1.72 1.40  0.079
H -2.05 -4.34 0.64  0.103
H -5.44 -5.12 3.16  0.142
H -5.89 -2.89 3.32  0.112

Values from the calculation:
energy above the lowest of the compared OMol25 structures with the same formula, charge and spin: 2.992 eV
Kohn-Sham gap: 0.350 Ha
SMILES: O=c1cc[nH]c(=O)[nH]1.c1ccncc1
E_HOMO: -9.38 eV
LUMO energy: 0.15 eV


Entry 5:
Density functional theory data (the ωB97M-V functional and the def2-TZVPD basis) for an isolated molecule of C9H9NO2.

Each line ends with the Löwdin charge.
Element x y z (Å)
O -0.36 2.16 -1.05  0.014
C -0.01 1.27 -0.23  -0.366
C -0.62 -0.08 -0.17  -0.107
C -1.46 -0.30 -1.17  0.035
C -1.95 -1.73 -1.36  -0.017
C -1.51 -2.64 -0.48  -0.097
C -0.48 -2.38 0.47  0.012
C -0.04 -1.06 0.69  -0.188
C 0.83 -0.57 1.71  -0.128
C 1.70 0.51 1.08  -0.218
N 1.13 1.44 0.37  -0.150
O 1.82 2.53 -0.05  0.063
H -1.49 0.37 -1.99  0.111
H -2.60 -2.04 -2.15  0.095
H -1.79 -3.63 -0.45  0.078
H -0.16 -3.14 1.08  0.085
H 0.42 0.12 2.68  0.191
H 1.23 -1.45 2.26  0.134
H 2.28 1.14 1.87  0.173
H 2.42 -0.11 0.54  0.139
H 1.37 3.00 -0.81  0.142

Values from the calculation:
energy above the lowest of the compared OMol25 structures with the same formula, charge and spin: 4.119 eV
Kohn-Sham gap: 0.342 Ha
SMILES: O=C1c2ccccc2CCN1O
E_HOMO: -8.84 eV
LUMO energy: 0.48 eV


Entry 6:
Density functional theory data (the ωB97M-V functional and the def2-TZVPD basis) for an isolated molecule of C9H9NO2.

Each line ends with the Löwdin charge.
Element x y z (Å)
C 2.34 -1.52 0.47  -0.065
C 1.58 -0.66 1.34  -0.088
C 2.36 -1.54 -0.87  -0.018
C 0.85 0.33 0.88  0.107
C 0.88 0.17 -1.31  0.112
C -1.53 0.69 0.54  -0.100
C -1.53 0.47 -0.98  -0.087
C -0.16 1.39 0.78  -0.309
C -0.20 1.15 -1.44  -0.276
N 1.59 -0.78 -1.79  -0.265
O 1.67 -1.09 -3.01  -0.077
O 0.03 2.12 -0.43  -0.056
H 2.98 -2.23 0.97  0.104
H 1.66 -0.86 2.41  0.109
H 2.99 -2.24 -1.41  0.126
H -2.32 1.37 0.84  0.114
H -1.60 -0.24 1.10  0.116
H -1.55 -0.58 -1.25  0.120
H -2.38 0.97 -1.45  0.114
H -0.14 2.11 1.60  0.159
H -0.26 1.65 -2.40  0.162

Values from the calculation:
energy above the lowest of the compared OMol25 structures with the same formula, charge and spin: 6.967 eV
Kohn-Sham gap (spin up / spin down): 0.322 / 0.322 Ha
E_HOMO (spin up / spin down): -8.47 / -8.47 eV
LUMO energy (spin up / spin down): 0.29 / 0.29 eV


Entry 7:
Density functional theory data (the ωB97M-V functional and the def2-TZVPD basis) for an isolated molecule of C9H9NO2.

Each line ends with the Löwdin charge.
Element x y z (Å)
C -2.17 1.39 -2.36  -0.026
O -1.30 2.01 -1.33  -0.027
C -0.66 1.03 -0.64  -0.329
O -0.31 1.47 0.56  0.154
C 0.50 0.35 0.98  -0.180
C 1.18 0.40 2.13  -0.023
C 1.77 -0.77 2.57  -0.083
C 1.67 -2.00 1.84  -0.078
C 0.96 -1.93 0.64  -0.066
C 0.40 -0.76 0.11  -0.122
C -0.41 -0.31 -0.99  -0.179
N -0.74 -1.10 -2.13  0.055
H -3.15 1.13 -1.95  0.097
H -1.66 0.56 -2.88  0.061
H -2.20 2.09 -3.27  0.110
H 1.16 1.39 2.65  0.147
H 2.29 -0.77 3.44  0.060
H 2.06 -3.04 2.11  0.126
H 0.75 -2.94 0.08  0.133
H -0.20 -0.83 -2.88  0.047
H -0.41 -2.11 -1.90  0.124

Values from the calculation:
energy above the lowest of the compared OMol25 structures with the same formula, charge and spin: 3.028 eV
Kohn-Sham gap: 0.307 Ha
SMILES: COc1oc2ccccc2c1N
E_HOMO: -7.53 eV
LUMO energy: 0.82 eV


Entry 8:
Density functional theory data (the ωB97M-V functional and the def2-TZVPD basis) for an isolated molecule of C9H9NO2S.

Each line ends with the Löwdin charge.
Element x y z (Å)
C 1.60 -1.91 -2.36  -0.223
C 2.44 -2.79 -1.72  -0.338
S 2.22 -2.53 0.05  1.010
C 0.98 -1.29 -0.23  -0.480
C 0.40 -0.55 0.86  -0.289
O 1.16 0.66 1.12  -0.103
C 0.24 1.83 1.30  -0.066
C -0.99 1.52 0.33  -0.107
C -2.47 1.80 0.88  -0.143
O -3.07 0.55 0.95  -0.107
N -2.12 -0.46 0.92  0.145
C -0.99 -0.01 0.55  -0.194
C 0.77 -1.16 -1.56  -0.151
H 1.49 -1.93 -3.47  0.118
H 3.16 -3.47 -2.17  0.064
H 0.50 -1.15 1.79  0.158
H 0.75 2.62 0.90  0.081
H -0.04 2.00 2.39  0.146
H -0.77 1.90 -0.58  0.105
H -2.54 2.35 1.90  0.150
H -2.81 2.40 0.09  0.092
H 0.08 -0.38 -1.93  0.133

Values from the calculation:
energy above the lowest of the compared OMol25 structures with the same formula, charge and spin: 2.364 eV
Kohn-Sham gap: 0.359 Ha
SMILES: c1csc([C@H]2OC[C@@H]3CON=C32)c1
E_HOMO: -8.96 eV
LUMO energy: 0.80 eV


Entry 9:
Density functional theory data (the ωB97M-V functional and the def2-TZVPD basis) for an isolated molecule of C9H9NO4.

Each line ends with the Löwdin charge.
Element x y z (Å)
O -1.44 -1.96 -1.49  0.117
C -1.51 -1.20 -0.55  -0.255
C -2.54 -1.37 0.55  0.017
C -2.79 -0.38 1.45  -0.050
C -1.93 0.78 1.44  -0.068
C -0.92 0.92 0.57  -0.025
C -0.47 -0.05 -0.36  -0.408
C 0.01 0.49 -1.64  -0.044
C 1.62 0.58 -1.49  -0.008
C 1.78 -0.17 -0.19  -0.260
N 2.90 -0.07 0.37  -0.268
O 3.81 0.72 0.00  -0.055
O 3.15 -0.80 1.55  0.085
O 0.65 -0.72 0.30  0.106
H -3.09 -2.26 0.41  0.096
H -3.82 -0.49 1.94  0.137
H -2.16 1.56 2.19  0.116
H -0.24 1.81 0.79  0.167
H -0.35 -0.11 -2.45  0.112
H -0.24 1.52 -1.87  0.122
H 2.17 -0.08 -2.17  0.127
H 2.21 1.52 -1.66  0.136
H 3.20 -0.24 2.32  0.106

Values from the calculation:
energy above the lowest of the compared OMol25 structures with the same formula, charge and spin: 5.891 eV
Kohn-Sham gap (spin up / spin down): 0.267 / 0.267 Ha
SMILES: O=C1C=CC=C[C@]12CC/C(=[N+](\[O-])O)O2
E_HOMO (spin up / spin down): -8.27 / -8.27 eV
LUMO energy (spin up / spin down): -1.02 / -1.02 eV


Entry 10:
Density functional theory data (the ωB97M-V functional and the def2-TZVPD basis) for the ion C9H9O4P with charge -2.

Each line ends with the Löwdin charge.
Element x y z (Å)
C -0.63 0.08 -1.85  -0.113
C 0.02 -0.65 -0.78  -0.460
C 1.49 -0.78 -0.88  -0.083
C 2.35 0.64 -0.69  -0.788
O 1.90 1.62 -1.24  -0.048
O 3.47 0.43 -0.15  -0.132
C -0.72 -2.17 -0.81  -0.664
O -0.20 -3.09 -1.47  -0.069
O -1.75 -2.16 -0.13  -0.139
C -0.40 -0.03 0.56  -0.323
P -2.15 0.19 0.86  0.943
C -1.72 1.35 2.26  -0.344
C -0.38 1.45 2.38  -0.251
C 0.34 0.80 1.38  -0.125
H -0.09 -0.21 -2.68  0.051
H -0.62 1.19 -1.83  0.093
H -1.67 -0.17 -2.11  0.082
H 1.87 -0.99 -1.92  0.120
H 2.01 -1.42 -0.10  0.125
H -2.23 -0.66 1.84  -0.081
H -2.50 1.65 3.01  0.031
H 0.20 1.97 3.17  0.085
H 1.40 0.93 1.20  0.090

Values from the calculation:
energy above the lowest of the compared OMol25 structures with the same formula, charge and spin: 2.443 eV
Kohn-Sham gap: 0.240 Ha
SMILES: C[C@](CC(=O)[O-])(C(=O)[O-])C1=[PH]=CC=C1
E_HOMO: -0.48 eV
LUMO energy: 6.06 eV
net charge: -2


Entry 11:
Density functional theory data (the ωB97M-V functional and the def2-TZVPD basis) for the ion C9H9O4S2 with charge -1.

Each line ends with the Löwdin charge.
Element x y z (Å)
C -0.25 -0.53 2.25  -0.181
C -0.53 0.16 0.97  -0.727
S -2.15 -0.47 0.23  0.772
C 0.63 0.23 -0.05  -0.333
C 1.37 -1.02 0.04  -0.127
C 1.24 -2.07 -0.79  -0.088
C 0.42 -1.90 -2.04  -0.130
C -0.05 -0.67 -2.33  -0.106
C 0.36 0.55 -1.52  -0.176
C 0.63 1.58 -2.30  -0.126
O 0.73 2.50 -3.03  0.161
S -0.85 2.05 1.36  0.386
O -0.13 2.37 2.60  -0.369
O -2.29 2.16 1.50  -0.402
O -0.29 2.71 0.24  -0.333
H -0.19 -1.65 2.02  0.094
H 0.64 -0.20 2.78  0.074
H -1.15 -0.29 2.92  0.112
H -2.61 0.76 0.22  -0.154
H 1.34 0.99 0.49  0.179
H 1.83 -0.97 1.04  0.112
H 1.92 -3.01 -0.66  0.117
H 0.04 -2.80 -2.65  0.111
H -0.66 -0.48 -3.29  0.134

Values from the calculation:
energy above the lowest of the compared OMol25 structures with the same formula, charge and spin: 1.463 eV
Kohn-Sham gap: 0.292 Ha
SMILES: C[C@](S)([C@H]1C=CC=CC1=C=O)S(=O)(=O)[O-]
E_HOMO: -4.80 eV
LUMO energy: 3.15 eV
net charge: -1


Entry 12:
Density functional theory data (the ωB97M-V functional and the def2-TZVPD basis) for a cluster of 2 separate species, CBr2Cl3P in total.

Each line ends with the Löwdin charge.
Element x y z (Å)
C -0.01 -0.74 -0.09  -1.710
P -0.79 2.76 0.15  -0.059
Cl 0.35 -0.81 -1.76  0.536
Cl 1.32 -0.48 0.96  0.518
Cl -1.26 -1.74 0.49  0.569
Br 0.15 2.56 2.13  0.072
Br 0.97 2.76 -1.18  0.074

Values from the calculation:
energy above the lowest of the compared OMol25 structures with the same formula, charge and spin: 0.152 eV
Kohn-Sham gap (spin up / spin down): 0.258 / 0.280 Ha
E_HOMO (spin up / spin down): -8.61 / -8.46 eV
LUMO energy (spin up / spin down): -1.59 / -0.85 eV


Number 1: E_tot -35319.07329 eV. Number 2: E_tot -15993.32181 eV. Number 3: E_tot -18042.59302 eV. Number 4: E_tot -18042.76267 eV. Number 5: E_tot -15060.53786 eV. Number 6: E_tot -15057.69076 eV. Number 7: E_tot -15061.62902 eV. Number 8: E_tot -25895.35224 eV. Number 9: E_tot -19153.07087 eV. Number 10: E_tot -26956.21820 eV. Number 11: E_tot -39338.52080 eV. Number 12: E_tot -187976.73401 eV.